{"formula": "C34H55BrF5N2O7PS", "method": "ωB97M-V/def2-TZVPD", "lumo_ev": -1.61, "smiles": "CC(C)=NN1C(=O)c2c(CC(=O)O)c(S(C)(=O)=O)c(C(F)(F)C(F)(F)F)c(P(O)Br)c2C1=O.CCCCCC.CCCCCC.CCCCCC", "homo_lumo_gap_ev": 7.431, "homo_energy_ev": -9.039, "relative_energy_kj_mol": 0.0, "symbols": ["H", "C", "O", "H", "H", "O", "H", "H", "H", "C", "F", "C", "C", "C", "H", "H", "O", "O", "C", "C", "H", "O", "C", "H", "H", "H", "H", "H", "F", "H", "H", "C", "H", "P", "C", "O", "H", "F", "H", "C", "C", "F", "H", "H", "C", "H", "H", "H", "C", "C", "H", "C", "C", "Br", "C", "H", "H", "C", "C", "H", "C", "C", "H", "H", "H", "C", "C", "H", "H", "C", "H", "H", "H", "H", "C", "H", "C", "H", "C", "H", "H", "H", "H", "H", "N", "H", "H", "C", "H", "H", "F", "H", "O", "C", "C", "H", "H", "C", "S", "H", "H", "N", "C", "H", "C", "H"], "xyz": [[0.2334, 1.6216, 0.6400], [2.3206, -8.2552, 4.8441], [-7.7261, 0.6841, -4.0237], [5.5679, 5.0712, -2.6563], [1.0631, -11.4282, 4.1067], [-7.3831, 0.0899, -1.7892], [-8.9070, 3.1975, -2.4676], [1.8718, 2.0132, 0.1168], [3.1549, -10.1515, 4.3058], [-6.8511, 3.3545, -4.9851], [-5.3033, 2.1164, -6.3361], [2.7152, -1.6211, 1.8354], [0.8577, 2.4170, 0.2155], [-4.5625, -0.1820, -0.7800], [-3.1835, 6.8228, -5.1341], [2.1595, -5.3120, 3.0013], [-2.5054, 2.3674, 0.1396], [-4.3208, -0.6201, -2.0718], [3.9427, -0.7157, 1.7851], [0.5797, 1.9636, -2.3363], [-6.2388, 1.1244, -0.2540], [-1.6779, 5.1104, -3.3725], [4.9617, 2.5017, -1.5152], [2.4474, -8.4292, 5.9177], [3.1816, -2.3640, 4.5176], [1.6167, -5.9863, 1.4616], [7.1767, 5.9240, -1.0706], [1.2534, -0.0750, 2.1315], [-6.7186, 3.3521, -7.3676], [5.7417, 4.3399, 1.1250], [2.8267, -6.8426, 2.4118], [1.9189, -6.2407, 2.4791], [0.7920, 3.2564, 0.9084], [-4.1697, 4.9163, -5.3777], [4.3476, 3.8888, -1.3293], [-3.7982, 6.3062, -4.5969], [0.2350, -7.7740, 5.1080], [-6.8533, 4.6573, -5.3631], [4.6032, 2.3365, -3.6498], [-6.5674, 2.5356, -6.3193], [2.2245, -9.6037, 4.1325], [-8.1249, 3.1802, -4.5918], [1.5443, 2.2649, -2.7526], [-9.8436, 1.6708, -2.3448], [-3.6561, 3.6245, -2.9727], [3.4809, 3.9844, -1.9933], [5.8176, 1.2157, -3.0287], [2.4559, -1.6273, 5.9284], [1.1886, -3.0545, 4.9568], [-5.2111, 1.1958, -0.5984], [4.7299, -1.1754, 1.1852], [2.2447, -1.9552, 4.9070], [6.2991, 5.1968, 0.7425], [-2.2982, 3.9679, -6.2567], [5.2905, 5.0616, -1.5983], [5.7311, 6.1025, 0.9653], [-8.8271, 2.1819, -1.0209], [0.7965, -6.9890, 3.1912], [5.4289, 2.2316, -2.9421], [3.9537, 3.9642, -0.3108], [1.0584, -10.4617, 4.6132], [-2.6663, 2.8082, -0.9707], [0.2516, -2.6779, 5.3722], [4.7407, 5.9922, -1.4260], [2.9911, -2.5913, 2.2578], [1.5456, -1.0158, 2.6101], [-6.0215, 2.2158, -2.8130], [6.2256, 2.9140, -3.2412], [0.5854, 0.9042, -2.0523], [6.5643, 5.0752, -0.7549], [3.2319, -7.7472, 4.5149], [5.7950, 2.3578, -0.8222], [-0.1022, -6.3660, 3.1756], [0.9857, -3.4621, 3.9649], [-2.2530, 4.2242, -2.8043], [7.2400, 5.2475, 1.2925], [0.2834, 2.7939, -1.1125], [0.5485, -7.8964, 2.6336], [-4.6163, 3.7752, -3.9429], [1.3075, -6.3989, 5.1926], [-4.6563, 1.6640, 0.2176], [2.1521, -9.4591, 3.0509], [1.1270, -10.6457, 5.6875], [1.5298, -3.8772, 5.5877], [-1.7203, 3.4558, -1.7627], [7.1602, 4.1792, -0.9502], [3.6977, 0.2495, 1.3346], [-5.0586, 2.0968, -1.8277], [-3.6357, -0.0299, -2.4151], [4.3521, -0.5355, 2.7803], [-7.4112, 1.5445, -6.4993], [0.0971, -9.9884, 4.4071], [-4.2503, -0.8423, 0.1750], [-8.9012, 2.1685, -2.1136], [-5.8276, 3.1021, -3.8840], [-0.1743, 2.0797, -3.1175], [2.5798, 0.0376, 4.1833], [1.1203, -7.3283, 4.6452], [-7.5197, 1.1995, -2.6978], [4.2092, 1.7525, -1.2478], [0.9064, -0.3165, 4.5320], [-0.4983, 3.8371, -1.1528], [-3.8822, 2.7918, -1.8898], [2.3849, -1.8168, 0.8111], [1.8145, -0.7388, 4.0899], [0.6814, -1.6797, 2.5162]], "mulliken_charge": [0.31, -0.74, -0.68, 0.36, 0.38, -0.66, 0.41, 0.09, 0.36, 0.36, -0.23, -0.04, -1.11, 0.61, 0.37, 0.16, -0.60, -0.50, -1.10, -0.95, 0.81, -0.56, -0.10, 0.39, 0.23, 0.39, 0.38, -0.26, -0.27, 0.26, 0.33, -1.11, 0.43, 0.10, -0.28, -0.46, 0.35, -0.33, 0.27, 0.88, -0.39, -0.22, 0.12, 0.40, 0.54, 0.19, 0.42, 0.38, -0.95, -1.48, 0.44, -0.48, -1.16, -0.25, -0.98, 0.29, 0.37, -0.46, -1.35, 0.34, -1.19, 0.77, 0.36, 0.42, -0.01, 0.06, 0.78, 0.30, 0.32, -0.42, 0.31, 0.33, 0.35, 0.16, 0.06, 0.38, 0.85, 0.33, 0.31, 0.02, 0.53, 0.24, 0.29, 0.29, 0.71, 0.23, 0.07, -0.09, 0.36, 0.29, -0.22, 0.28, -0.58, -1.13, -0.40, 0.32, 0.35, -0.28, 1.56, 0.16, 0.39, -1.17, -0.56, 0.38, -0.87, 0.38]}

=====

{"formula": "C15H42N2O7", "method": "ωB97M-V/def2-TZVPD", "lumo_ev": 0.52, "smiles": "COCCNCCOC.COCCNCCOC.CC(C)O.O.O", "homo_lumo_gap_ev": 9.313, "homo_energy_ev": -8.791, "relative_energy_kj_mol": 0.0, "symbols": ["H", "N", "C", "C", "H", "H", "C", "C", "C", "N", "H", "C", "H", "H", "H", "H", "O", "C", "H", "H", "H", "C", "C", "O", "H", "H", "C", "H", "O", "H", "O", "C", "H", "H", "H", "H", "H", "H", "H", "C", "H", "O", "O", "H", "H", "O", "H", "H", "C", "C", "H", "H", "H", "H", "H", "H", "C", "H", "H", "H", "H", "H", "H", "H", "H", "H"], "xyz": [[-1.3501, -1.4546, 2.1387], [1.5766, -0.8890, 0.6493], [1.9382, -3.7157, -3.3963], [1.8518, -2.4706, -1.3298], [-1.4437, 1.1627, -0.4161], [1.7472, 0.3755, 5.4209], [2.5742, -0.0851, 4.8806], [-1.2060, 3.6789, -1.2151], [-1.2474, 0.6687, -3.4264], [-1.4864, 2.3259, -1.7161], [3.1249, -0.7761, 5.5188], [0.9392, -1.6949, -0.4242], [-0.9684, 2.7594, -3.7245], [0.0488, -1.3462, -5.7155], [-1.4556, -1.5268, -4.9502], [0.2588, -2.4236, 0.0166], [0.3023, 1.1037, 2.4486], [1.7526, 4.3322, -1.9025], [0.0242, -1.5955, -3.9745], [-1.1223, 4.3857, -2.0406], [-2.8147, 0.0731, 3.1730], [-4.4799, -1.2279, 3.7003], [-2.2453, -1.8985, 2.5741], [-0.5936, 0.3352, -4.6026], [0.0115, 3.0197, 0.4432], [2.4097, -3.3042, -0.9034], [2.2897, -1.8449, 1.5782], [-2.0067, 3.9855, -0.5420], [1.1458, -2.9978, -2.4326], [1.6024, -2.6073, 1.9450], [1.2833, 3.3460, -1.0177], [-3.3106, -0.8129, 2.7766], [-3.1641, 0.0373, 0.9909], [-2.3197, 0.5240, -3.5579], [2.0678, -4.7764, -3.1809], [-1.9417, -2.2390, 3.5641], [3.5890, -1.9613, 3.2766], [0.8185, 0.4757, 2.9539], [1.5336, -3.6533, -4.4064], [0.0587, 3.7571, -0.3581], [3.0464, -2.3460, 0.9745], [1.9732, -0.7303, 3.7365], [-1.5633, 0.5462, 0.3063], [-1.0187, -0.0229, -2.6156], [-5.2528, -0.4682, 3.8166], [-3.8086, -0.4619, 1.4977], [2.7295, 3.9476, -2.1955], [-0.9133, 0.8104, 0.9573], [2.9474, -1.2212, 2.7984], [-0.4732, -1.0803, -4.7963], [0.1712, 4.7581, 0.0582], [0.3229, 1.9743, -2.8127], [-4.9201, -2.1562, 3.3363], [0.3627, -1.0299, -1.0672], [-4.1913, -1.6035, 4.6820], [0.8345, -0.3415, 1.0613], [-0.7584, 2.0391, -2.9338], [1.1241, 4.3715, -2.7922], [2.9347, -3.2941, -3.5280], [3.3090, 0.6813, 4.6339], [0.4331, 1.9387, 2.8981], [2.5207, -1.7331, -1.7734], [1.9182, 5.2921, -1.4133], [-2.5666, -2.7516, 1.9766], [3.4957, -0.3786, 2.3770], [-2.4499, 2.2156, -1.9985]], "nbo_charge": [0.21, -0.63, -0.26, -0.06, 0.49, 0.20, -0.25, -0.25, -0.06, -0.64, 0.18, -0.24, 0.17, 0.19, 0.16, 0.17, -0.98, -0.26, 0.20, 0.18, 0.15, -0.63, -0.63, -0.54, 0.20, 0.16, -0.24, 0.21, -0.56, 0.18, -0.54, 0.10, 0.50, 0.16, 0.17, 0.19, 0.18, 0.50, 0.19, -0.08, 0.20, -0.57, -1.01, 0.17, 0.22, -0.77, 0.20, 0.49, -0.08, -0.27, 0.17, 0.22, 0.21, 0.22, 0.20, 0.38, -0.24, 0.17, 0.17, 0.17, 0.48, 0.16, 0.17, 0.21, 0.18, 0.37]}

=====

{"formula": "C4H12NO2", "method": "ωB97M-V/def2-TZVPD", "s2": 0.758, "lumo_ev": [-10.95, -14.29], "homo_lumo_gap_ev": [8.276, 4.934], "homo_energy_ev": [-19.223, -19.220], "relative_energy_kj_mol": 305.7, "spin_multiplicity": 2, "total_charge": 2, "symbols": ["C", "H", "C", "O", "H", "O", "C", "H", "H", "N", "H", "H", "H", "H", "H", "H", "H", "C", "H"], "xyz": [[0.6471, 0.0936, -2.2477], [1.9617, -1.1763, -0.5457], [-1.4594, 1.6749, -0.0948], [0.1261, -1.1444, 2.6300], [-2.1716, 1.1673, 0.6619], [1.7375, 0.5743, -2.2003], [-0.0695, -0.4331, -0.9469], [0.4867, 1.5494, -0.2819], [0.1291, 0.3236, -3.1744], [-0.1665, 0.7967, -0.0881], [-0.0799, 0.4558, 0.9309], [1.1467, -1.0265, 1.0611], [-0.6024, -1.4340, 3.1563], [-1.1816, 2.6366, 0.2954], [-2.1694, 1.6698, -0.9319], [-0.9806, -1.0763, -1.3417], [0.7675, -2.3504, -0.1193], [0.9553, -1.2675, -0.0848], [0.9233, -1.0335, 3.3220]], "nbo_charge": [0.44, 0.25, -0.46, -1.00, 0.26, 0.02, -0.10, 0.46, 0.33, -0.56, 0.52, 0.33, 0.51, 0.26, 0.28, 0.34, 0.29, -0.70, 0.52]}

=====

Please write out number 3 again, unchanged.
{"formula": "C4H12NO2", "method": "ωB97M-V/def2-TZVPD", "s2": 0.758, "lumo_ev": [-10.95, -14.29], "homo_lumo_gap_ev": [8.276, 4.934], "homo_energy_ev": [-19.223, -19.220], "relative_energy_kj_mol": 305.7, "spin_multiplicity": 2, "total_charge": 2, "symbols": ["C", "H", "C", "O", "H", "O", "C", "H", "H", "N", "H", "H", "H", "H", "H", "H", "H", "C", "H"], "xyz": [[0.6471, 0.0936, -2.2477], [1.9617, -1.1763, -0.5457], [-1.4594, 1.6749, -0.0948], [0.1261, -1.1444, 2.6300], [-2.1716, 1.1673, 0.6619], [1.7375, 0.5743, -2.2003], [-0.0695, -0.4331, -0.9469], [0.4867, 1.5494, -0.2819], [0.1291, 0.3236, -3.1744], [-0.1665, 0.7967, -0.0881], [-0.0799, 0.4558, 0.9309], [1.1467, -1.0265, 1.0611], [-0.6024, -1.4340, 3.1563], [-1.1816, 2.6366, 0.2954], [-2.1694, 1.6698, -0.9319], [-0.9806, -1.0763, -1.3417], [0.7675, -2.3504, -0.1193], [0.9553, -1.2675, -0.0848], [0.9233, -1.0335, 3.3220]], "nbo_charge": [0.44, 0.25, -0.46, -1.00, 0.26, 0.02, -0.10, 0.46, 0.33, -0.56, 0.52, 0.33, 0.51, 0.26, 0.28, 0.34, 0.29, -0.70, 0.52]}

=====

Copy entry 3 word for word.
{"formula": "C4H12NO2", "method": "ωB97M-V/def2-TZVPD", "s2": 0.758, "lumo_ev": [-10.95, -14.29], "homo_lumo_gap_ev": [8.276, 4.934], "homo_energy_ev": [-19.223, -19.220], "relative_energy_kj_mol": 305.7, "spin_multiplicity": 2, "total_charge": 2, "symbols": ["C", "H", "C", "O", "H", "O", "C", "H", "H", "N", "H", "H", "H", "H", "H", "H", "H", "C", "H"], "xyz": [[0.6471, 0.0936, -2.2477], [1.9617, -1.1763, -0.5457], [-1.4594, 1.6749, -0.0948], [0.1261, -1.1444, 2.6300], [-2.1716, 1.1673, 0.6619], [1.7375, 0.5743, -2.2003], [-0.0695, -0.4331, -0.9469], [0.4867, 1.5494, -0.2819], [0.1291, 0.3236, -3.1744], [-0.1665, 0.7967, -0.0881], [-0.0799, 0.4558, 0.9309], [1.1467, -1.0265, 1.0611], [-0.6024, -1.4340, 3.1563], [-1.1816, 2.6366, 0.2954], [-2.1694, 1.6698, -0.9319], [-0.9806, -1.0763, -1.3417], [0.7675, -2.3504, -0.1193], [0.9553, -1.2675, -0.0848], [0.9233, -1.0335, 3.3220]], "nbo_charge": [0.44, 0.25, -0.46, -1.00, 0.26, 0.02, -0.10, 0.46, 0.33, -0.56, 0.52, 0.33, 0.51, 0.26, 0.28, 0.34, 0.29, -0.70, 0.52]}